{"formula": "C25H21BrF4PS5SiSn", "method": "ωB97M-V/def2-TZVPD", "largest_force_ev_per_a": 0.41, "lumo_energy_ev": 2.18, "homo_lumo_gap_ev": 6.354, "energy_ha": -6774.96544, "total_charge": -1, "symbols": ["Sn", "F", "C", "C", "F", "C", "F", "C", "P", "C", "C", "C", "C", "C", "C", "C", "C", "C", "C", "C", "C", "C", "Br", "C", "F", "H", "H", "H", "H", "H", "H", "H", "H", "H", "H", "S", "C", "S", "C", "C", "S", "S", "S", "C", "Si", "C", "C", "C", "H", "H", "H", "H", "H", "H", "H", "H", "H", "H", "H"], "xyz": [[-0.03, 0.54, -2.20], [-0.56, -7.02, -1.70], [-0.29, -5.99, -0.89], [-0.87, -5.92, 0.36], [-1.69, -6.89, 0.76], [-0.56, -4.86, 1.20], [-1.11, -4.90, 2.42], [0.28, -3.83, 0.82], [0.67, -2.33, 1.82], [-0.73, -2.17, 2.97], [-1.80, -1.40, 2.50], [-2.92, -1.18, 3.28], [-2.96, -1.69, 4.57], [-1.89, -2.43, 5.07], [-0.79, -2.67, 4.27], [2.00, -2.99, 2.90], [2.57, -4.25, 2.78], [3.64, -4.63, 3.58], [4.15, -3.75, 4.52], [3.59, -2.48, 4.65], [2.53, -2.10, 3.84], [0.86, -3.93, -0.46], [2.01, -2.59, -1.13], [0.58, -4.99, -1.29], [1.13, -5.09, -2.50], [-1.74, -0.98, 1.50], [-3.75, -0.60, 2.89], [-3.83, -1.51, 5.19], [-1.93, -2.83, 6.07], [0.03, -3.26, 4.65], [2.17, -4.96, 2.06], [4.07, -5.61, 3.47], [4.98, -4.04, 5.15], [3.98, -1.78, 5.37], [2.11, -1.11, 3.93], [-6.78, -0.51, 0.74], [-5.30, -0.29, 0.03], [-4.75, 1.22, -0.58], [-3.20, 0.68, -1.22], [-2.94, -0.63, -1.07], [-1.50, -1.49, -1.57], [-4.20, -1.57, -0.29], [-2.21, 1.89, -2.01], [0.17, 3.60, 1.55], [1.14, 2.82, 0.14], [0.94, 3.91, -1.38], [2.97, 2.85, 0.59], [0.57, 1.07, -0.14], [0.49, 4.62, 1.76], [0.29, 3.01, 2.46], [-0.90, 3.62, 1.31], [1.27, 4.94, -1.18], [-0.10, 3.95, -1.72], [1.55, 3.53, -2.21], [3.30, 3.86, 0.84], [3.58, 2.49, -0.24], [3.17, 2.20, 1.45], [-0.27, 0.85, 0.52], [1.37, 0.38, 0.13]], "mulliken_charge": [0.006, -0.314, 0.489, 0.299, -0.318, 0.616, -0.329, -0.079, 0.720, 0.050, 0.038, -0.655, -0.574, -0.678, -0.028, -0.005, -0.338, -0.714, -0.467, -0.634, -0.220, -0.318, -0.137, 0.476, -0.334, 0.103, 0.426, 0.391, 0.369, 0.408, 0.315, 0.388, 0.366, 0.383, 0.403, -0.282, 0.022, -0.147, 0.399, -0.253, -0.166, -0.019, -0.457, -1.027, 0.356, -1.046, -1.038, -0.190, 0.323, 0.300, 0.288, 0.321, 0.281, 0.288, 0.297, 0.296, 0.273, -0.128, 0.204]}